Entry 1:
ORCA calculation (ωB97M-V with the def2-TZVPD basis set) on a structure of composition C38H47F8I3N4O6.

```
106
Properties=species:S:1:pos:R:3:lowdin_charge:R:1
C -2.2207 0.2178 -2.0183 -0.108
N -1.7286 -0.9221 -2.7943 -0.074
C -0.6249 -0.5733 -3.7211 -0.172
C 0.3542 0.4100 -3.0744 -0.100
C 0.4882 1.7103 -3.5432 -0.185
C -0.2917 2.1814 -4.7334 -0.708
I 0.2443 1.2900 -6.5984 0.886
C -1.2552 3.1061 -4.6520 -0.782
C -1.6880 3.7286 -3.3420 -0.133
I -2.2878 3.7538 -6.3951 0.819
C 1.3697 2.6278 -2.9693 -0.126
C 1.5874 4.0426 -3.4909 -0.142
O 2.5353 4.0232 -4.5663 -0.168
C 3.8620 3.9554 -4.1031 -0.114
C 2.1029 2.2432 -1.8691 0.042
C 1.9681 0.9619 -1.4090 -0.079
C 1.1370 0.0322 -1.9891 -0.024
C 1.1342 -1.3640 -1.3952 -0.222
O 1.0103 -2.3171 -2.1419 0.128
C 1.3400 -1.4731 0.0938 -0.019
C 2.1697 -0.5124 0.6537 -0.052
C 2.3806 -0.5621 1.9986 0.043
C 1.8290 -1.5347 2.7883 -0.135
C 2.1765 -1.4174 4.2775 -0.191
C 3.5969 -2.0184 4.5171 -0.749
C 4.5747 -0.8934 4.9123 -0.184
I 3.6549 -3.5033 6.0779 0.840
C 1.0039 -2.5142 2.2492 -0.009
C 0.3954 -3.5940 3.1094 -0.346
F 0.3540 -4.7760 2.4451 0.093
F 1.0796 -3.8621 4.2335 0.066
C -1.1286 -3.3218 3.5638 -0.326
F -1.2392 -3.6914 4.8562 0.152
F -1.9475 -4.1269 2.8747 0.159
C -1.6005 -1.8507 3.4787 -0.523
F -1.8280 -1.4533 2.2297 0.192
F -0.8122 -1.0083 4.1328 0.202
F -2.8068 -1.7960 4.0997 0.144
C 0.7522 -2.4496 0.8722 -0.057
C -0.1859 -3.4269 0.1485 -0.070
C 0.5582 -4.6482 -0.4313 -0.166
F -0.1124 -5.0316 -1.5959 -0.055
C 2.7752 0.5589 -0.2069 -0.247
O 3.8300 1.1065 0.0579 0.126
H -3.2482 -0.0204 -1.7081 0.080
H -2.3052 1.1242 -2.6181 0.059
H -1.6695 0.4027 -1.0842 0.083
H -1.3513 -1.5979 -2.1401 0.064
H -1.0872 -0.1162 -4.5965 0.049
H -0.1279 -1.4758 -4.0733 0.122
H -2.5039 3.1776 -2.8664 0.078
H -0.8427 3.7988 -2.6606 0.078
H -2.0289 4.7500 -3.5132 0.035
H 2.0079 4.6544 -2.6827 0.131
H 0.6922 4.4862 -3.9160 0.105
H 4.0932 3.0326 -3.5531 0.087
H 4.5111 3.9614 -4.9844 0.092
H 4.1574 4.8239 -3.4946 0.094
H 2.7782 2.9307 -1.3722 0.136
H 3.0096 0.2089 2.4354 0.133
H 1.4081 -1.8236 4.9268 0.083
H 2.2447 -0.3423 4.4738 0.117
H 3.9688 -2.4502 3.5868 0.085
H 4.4832 -0.0868 4.1753 0.069
H 4.2695 -0.4601 5.8705 0.071
H 5.5985 -1.2627 4.9759 0.068
H -0.7341 -2.9111 -0.6354 0.107
H -0.8857 -3.8108 0.8885 0.097
H 0.4646 -5.4919 0.2515 0.104
H 1.6026 -4.4408 -0.6614 0.117
C -2.3992 9.0178 -3.3789 -0.008
C -1.7215 7.7410 -3.8122 -0.543
O -1.4365 6.8579 -3.0153 0.016
N -1.4308 7.5980 -5.1282 0.011
C -1.6874 8.5310 -6.2091 -0.071
H -2.5629 8.9814 -2.3060 0.083
H -1.7699 9.8792 -3.6057 0.085
H -3.3649 9.1239 -3.8745 0.086
H -0.9792 6.7235 -5.3536 0.109
H -2.3236 8.0482 -6.9530 0.083
H -0.7413 8.7980 -6.6827 0.085
H -2.1749 9.4318 -5.8526 0.072
C -5.8794 1.7680 5.9916 -0.013
C -6.8851 1.5007 4.8973 -0.557
O -7.9829 2.0315 4.8827 0.030
N -6.5258 0.6358 3.9106 0.005
C -5.2762 -0.0868 3.7573 -0.089
H -6.3093 2.4721 6.6977 0.081
H -5.6389 0.8458 6.5225 0.084
H -4.9698 2.2037 5.5760 0.083
H -7.2424 0.5036 3.2145 0.139
H -4.8194 0.1899 2.8049 0.084
H -5.4862 -1.1575 3.7461 0.083
H -4.5849 0.1330 4.5629 0.064
C 1.9241 -7.3734 2.3686 -0.001
C 2.9799 -6.7518 1.4852 -0.539
O 3.0542 -5.5429 1.3128 0.021
N 3.8620 -7.5842 0.8749 0.009
C 3.9364 -9.0312 0.9534 -0.075
H 1.3029 -6.5867 2.7801 0.057
H 1.2919 -8.0491 1.7898 0.091
H 2.3911 -7.9139 3.1930 0.090
H 4.5368 -7.1020 0.3021 0.140
H 4.9137 -9.3186 1.3449 0.083
H 3.8257 -9.4501 -0.0481 0.084
H 3.1623 -9.4359 1.5962 0.072
```

The calculation puts the strongest force on any atom at 1.99 eV Å⁻¹. Its HOMO energy is -8.82 eV. The gap between HOMO and LUMO comes out at 7.70 eV. The calculation puts the total energy at -104455.962 eV.

Entry 2:
ORCA calculation (ωB97M-V with the def2-TZVPD basis set) on a structure of composition C38H47N4O3PrS3Se2.

```
98
Properties=species:S:1:pos:R:3:mulliken_spin:R:1
Pr -0.5417 -0.1285 0.0874 2.040
C -4.6068 -2.3126 -2.4355 0.000
S -4.7113 -0.6588 -3.2530 -0.001
C -3.0539 -0.0596 -2.7383 0.000
S -3.0485 0.3775 -0.9802 -0.012
N -2.1561 -1.1859 -2.9807 -0.002
N -1.0818 -1.1470 -2.3226 -0.001
C -0.1501 -2.1367 -2.5237 -0.006
C 1.1386 -1.9228 -2.0564 0.006
C 2.1151 -2.9313 -2.2491 -0.002
C 3.3435 -2.8121 -1.7227 0.000
C 3.7152 -1.5951 -1.1156 -0.001
C 2.7198 -0.7072 -0.9111 0.001
N 1.4640 -0.8583 -1.3003 0.000
H -5.5420 -2.8263 -2.6278 0.000
H -4.4656 -2.2660 -1.3456 0.000
H -3.8038 -2.8459 -2.9769 0.000
H -0.3864 -2.9744 -3.1985 0.000
H 1.8992 -3.8569 -2.7856 0.000
H 4.1007 -3.5252 -1.7988 0.000
H 4.6836 -1.4973 -0.6770 0.000
H 2.9124 0.2149 -0.4436 -0.001
O -0.8439 5.5071 0.3658 0.000
C -0.3654 5.4753 1.6807 0.000
C 0.0078 4.0295 2.1900 0.001
C 0.4662 4.3079 3.6394 0.000
O 0.9758 3.2128 4.3384 0.000
C -1.2160 3.1129 2.2228 -0.002
Se -0.8718 1.2661 2.7837 -0.007
C 1.1939 3.4101 1.4326 0.000
Se 0.8750 2.7665 -0.3672 -0.006
H -0.4245 4.8196 -0.1639 0.000
H -1.1946 5.9259 2.2678 0.000
H 0.5656 6.0484 1.7127 0.000
H -0.3651 4.7980 4.1436 0.000
H 1.2475 5.0682 3.6121 0.000
H 0.3127 2.4773 4.3028 -0.001
H -1.6370 3.0352 1.1859 0.000
H -1.9644 3.5191 2.8935 0.000
H 1.5670 2.5521 2.0446 -0.001
H 1.9509 4.1836 1.4849 0.000
C 5.1291 -1.7130 7.4177 0.000
C 4.3436 -1.3793 6.1398 0.000
C 3.6392 -2.3486 5.4492 0.000
C 3.0714 -2.0710 4.1812 0.000
C 2.5787 -3.2688 3.3887 0.001
C 3.0998 -0.7971 3.6694 0.000
C 2.3850 -0.4541 2.3655 -0.001
O 1.5984 -1.1257 1.7760 -0.002
C 3.8465 0.2170 4.3359 0.001
C 3.8902 1.6290 3.8341 0.000
C 4.4783 -0.1298 5.5343 0.000
H 6.1779 -1.4940 7.4189 0.000
H 5.0148 -2.7809 7.5754 0.000
H 4.6260 -1.2608 8.3016 0.000
H 3.5757 -3.3602 5.8953 0.000
H 2.9438 -4.1708 3.8608 0.000
H 2.9788 -3.3386 2.3637 0.000
H 1.4876 -3.3317 3.2280 0.000
H 2.6428 0.5012 1.8782 0.000
H 4.1425 1.6632 2.7644 0.000
H 4.6421 2.2063 4.3545 0.000
H 2.9096 2.0474 4.0996 0.000
H 5.0129 0.6716 6.0140 0.000
S -0.6103 -2.6097 1.2328 -0.006
C -2.2569 -3.2853 1.1043 0.003
C -2.4894 -4.6343 0.8394 0.001
C -3.7557 -5.1328 0.6532 0.000
C -4.8442 -4.3101 0.7788 0.000
C -4.6739 -3.0028 1.1482 0.000
C -3.4122 -2.4763 1.3471 -0.001
H -1.6317 -5.2454 0.7403 0.000
H -3.8728 -6.2120 0.4683 0.000
H -5.8591 -4.7896 0.7438 0.000
H -5.5440 -2.3693 1.2650 0.000
H -3.2830 -1.4903 1.7363 -0.002
C 0.3177 0.2321 -5.1054 0.001
N -0.5961 -0.0534 -6.1728 0.000
C -0.3070 0.8884 -7.3196 0.000
C -1.9982 -0.1216 -5.7034 0.000
C -2.5537 1.1590 -4.9516 0.000
C -2.6132 2.3112 -5.7272 0.000
C -2.9953 3.5234 -5.1908 0.000
C -3.4361 3.5525 -3.8503 0.000
C -3.3627 2.4232 -3.0892 0.000
C -2.8738 1.2076 -3.6106 0.001
H 1.3071 -0.0215 -5.3937 0.000
H 0.0077 -0.3653 -4.1909 0.001
H 0.3530 1.2908 -4.8097 0.000
H 0.7045 0.6406 -7.7153 0.000
H -0.2124 1.8690 -6.9133 0.000
H -1.0465 0.9084 -8.0800 0.000
H -2.0593 -0.9595 -5.0014 0.000
H -2.5877 -0.3196 -6.5911 0.000
H -2.3680 2.2212 -6.7406 0.000
H -2.9649 4.4710 -5.7093 0.000
H -3.8763 4.4145 -3.3829 0.000
H -3.6447 2.5150 -2.0689 0.000
```

The calculation puts the strongest force on any atom at 2.68 eV Å⁻¹. Its charge is -2. Its HOMO energy (alpha / beta) is -1.97 / -1.97 eV. Its expectation value of S² is 2.00. The value obtained for the energy above the lowest of the compared OMol25 structures with the same formula, charge and spin is 5.84 kcal/mol. The gap between HOMO and LUMO (alpha / beta) comes out at 5.77 / 5.77 eV. As for the multiplicity: 3. The calculation puts the total energy at -229541.099 eV.

Entry 3:
ORCA calculation (ωB97M-V with the def2-TZVPD basis set) on a structure of composition C38H48BClGe2N6O5SY.

```
103
Properties=species:S:1:pos:R:3:mulliken_spin:R:1
Y -0.5842 0.9386 -0.5187 0.485
C -1.0366 4.2187 -2.2645 0.000
C -0.2066 4.2102 -1.0265 0.000
C 0.3197 5.3092 -0.3414 -0.001
C 1.0169 4.7818 0.7299 0.000
C 1.7559 5.5198 1.7952 0.000
N 0.9080 3.4438 0.6733 0.001
N 0.1541 3.0877 -0.4022 -0.004
B 1.6149 2.3908 1.5603 0.020
N 0.5769 1.6256 2.4043 0.022
N -0.4551 0.9317 1.8485 0.013
C -1.2444 0.5489 2.8602 0.006
C -2.5278 -0.1921 2.7054 0.001
C -0.6977 0.9756 4.0713 0.002
C 0.4543 1.6617 3.7402 0.004
C 1.4195 2.3258 4.6644 0.000
N 2.3959 1.4311 0.6375 0.027
N 1.8877 1.0205 -0.5658 -0.086
C 2.9331 0.6176 -1.3016 -0.012
C 2.8654 0.2705 -2.7475 0.008
C 4.1089 0.7198 -0.5469 0.003
C 3.7300 1.2455 0.6666 0.013
C 4.5826 1.5797 1.8439 0.001
H -1.1026 5.2327 -2.6539 0.000
H -0.6015 3.5732 -3.0225 0.000
H -2.0416 3.8477 -2.0544 0.000
H 0.2036 6.3478 -0.6017 0.000
H 1.6558 6.5887 1.6213 0.000
H 1.3514 5.2920 2.7825 0.000
H 2.8158 5.2630 1.7982 0.000
H 2.3668 2.9417 2.2984 0.000
H -2.3780 -1.1475 2.2044 0.004
H -2.9605 -0.3729 3.6876 0.000
H -3.2332 0.3971 2.1215 0.000
H -1.1038 0.8066 5.0545 0.000
H 1.1112 2.1426 5.6914 0.000
H 2.4301 1.9381 4.5317 0.000
H 1.4503 3.4032 4.4982 0.000
H 1.8597 0.0331 -3.0503 -0.003
H 3.1921 1.1368 -3.3270 0.001
H 3.5189 -0.5695 -2.9821 0.001
H 5.1072 0.4685 -0.8651 0.000
H 5.5952 1.2216 1.6706 0.000
H 4.6213 2.6577 2.0071 0.000
H 4.1918 1.1153 2.7504 0.000
Cl -8.2146 1.6195 -0.7787 0.000
C -6.4959 1.7439 -0.5463 0.000
C -5.9080 3.0226 -0.4335 0.000
C -4.5659 3.1558 -0.2377 0.001
C -3.6970 2.0220 -0.1440 -0.005
O -2.4594 2.1672 0.0901 0.000
C -4.3233 0.7365 -0.3053 0.005
C -3.5454 -0.4409 -0.3416 -0.007
O -2.3081 -0.5139 -0.2441 -0.031
C -5.7226 0.6281 -0.4876 0.001
H -6.5436 3.8959 -0.5015 0.000
H -4.1099 4.1341 -0.1488 0.000
H -4.0991 -1.3828 -0.4827 0.001
H -6.1642 -0.3564 -0.5901 0.000
C -1.6074 -0.3816 -4.6689 0.001
S -0.9216 0.5637 -3.3096 0.002
O -0.0138 1.5385 -3.8532 0.005
O -2.0221 1.1312 -2.5276 0.012
O -0.2180 -0.4058 -2.4233 0.116
H -2.6291 -0.0375 -4.8082 -0.001
H -1.5819 -1.4364 -4.4068 0.001
H -0.9967 -0.1833 -5.5443 0.001
C 1.9943 -4.5153 1.9587 0.045
Ge 1.1008 -2.7303 1.8695 0.112
C 2.3708 -1.3739 2.5697 0.044
C -0.3497 -2.8380 3.2210 0.019
Ge 0.2769 -1.8794 -0.4305 -0.028
C 1.7658 -2.5657 -1.5747 0.153
C 1.5303 -2.9134 -2.9059 0.019
C 2.5563 -3.3530 -3.7269 -0.013
C 3.8479 -3.4635 -3.2275 0.024
C 4.0968 -3.1440 -1.9011 -0.011
C 3.0654 -2.6949 -1.0880 -0.014
C -1.0869 -3.2624 -0.9339 0.116
C -1.0447 -4.5163 -0.3291 -0.030
C -2.0235 -5.4702 -0.5732 0.011
C -3.0532 -5.1960 -1.4602 -0.001
C -3.0846 -3.9722 -2.1127 0.003
C -2.1114 -3.0182 -1.8482 -0.029
H 2.4869 -4.5784 2.9301 0.006
H 2.7316 -4.6661 1.1716 -0.001
H 1.2484 -5.3076 1.8965 -0.005
H 2.7263 -1.6695 3.5589 -0.004
H 1.8503 -0.4184 2.6506 -0.023
H 3.2306 -1.2393 1.9116 -0.003
H -0.0101 -3.4490 4.0588 0.005
H -1.2513 -3.2926 2.8081 -0.003
H -0.5909 -1.8399 3.5844 -0.005
H 0.5243 -2.8305 -3.2998 0.001
H 2.3491 -3.6138 -4.7579 0.000
H 4.6565 -3.7820 -3.8731 0.001
H 5.0972 -3.2415 -1.4962 0.001
H 3.2839 -2.4258 -0.0599 -0.003
H -0.2268 -4.7598 0.3416 0.000
H -1.9811 -6.4290 -0.0715 0.000
H -3.8226 -5.9348 -1.6454 0.000
H -3.8764 -3.7548 -2.8209 0.000
H -2.1506 -2.0612 -2.3471 0.008
```

The calculation puts the strongest force on any atom at 3.01 eV Å⁻¹. Its HOMO energy (alpha / beta) is -7.61 / -7.87 eV. Its expectation value of S² is 0.76. The value obtained for the energy above the lowest of the compared OMol25 structures with the same formula, charge and spin is 31.50 kcal/mol. The gap between HOMO and LUMO (alpha / beta) comes out at 7.49 / 6.17 eV. As for the multiplicity: 2. The calculation puts the total energy at -197479.826 eV.

Entry 4:
ORCA calculation (ωB97M-V with the def2-TZVPD basis set) on a structure of composition C38H48Br6O.

```
93
Properties=species:S:1:pos:R:3:lowdin_charge:R:1
Br -2.4817 5.8774 -8.0582 0.597
C -2.4419 6.9247 -6.4251 -0.708
C -3.5380 6.4222 -5.4723 -0.690
Br -2.9964 4.6934 -4.7267 0.577
H -2.6252 7.9863 -6.5907 0.063
H -1.4505 6.7827 -5.9947 0.046
H -4.5571 6.2620 -5.8244 0.051
H -3.5754 7.2313 -4.7428 0.060
Br 3.6970 3.3390 -2.5621 0.580
C 1.9261 3.2813 -1.7921 -0.743
C 1.9172 3.8468 -0.3956 -0.619
Br 3.2192 2.6851 0.5665 0.549
H 1.6415 2.2295 -1.8214 0.044
H 1.2644 3.7134 -2.5429 0.056
H 0.8950 3.7047 -0.0448 0.063
H 2.1829 4.8949 -0.2579 0.062
Br -2.3431 5.8386 3.2421 0.477
C -4.3439 6.2345 3.6290 -0.622
C -4.9102 7.3094 2.6344 -0.653
Br -6.6917 7.6739 3.3794 0.614
H -4.4825 6.7307 4.5896 0.031
H -4.9476 5.3355 3.5054 0.048
H -5.0495 6.9433 1.6173 0.055
H -4.3599 8.2399 2.7740 0.048
C -1.3429 0.3990 0.7401 -0.042
C -0.2069 -0.4477 0.9620 -0.097
C 0.2103 -1.3352 0.0098 -0.134
C -0.3274 -1.3924 -1.2375 -0.105
C -1.3727 -0.5295 -1.5747 -0.100
C -1.8591 0.3810 -0.6342 -0.083
H -1.7968 1.1056 1.4191 0.085
H 0.2799 -0.4715 1.9258 0.095
H 1.1124 -1.9031 0.1829 0.105
H 0.0409 -2.1620 -1.8997 0.103
H -1.8197 -0.6056 -2.5549 0.095
H -2.6241 1.1105 -0.8556 0.085
C 5.6758 -2.5817 3.6139 -0.079
C 6.0978 -3.8359 4.0822 -0.096
C 6.9039 -3.9403 5.1636 -0.134
C 7.2126 -2.8285 5.8477 -0.099
C 6.6792 -1.5702 5.4935 -0.087
C 5.8315 -1.4952 4.4358 -0.120
H 5.1945 -2.5248 2.6487 0.098
H 5.8162 -4.7851 3.6510 0.102
H 7.3204 -4.8954 5.4477 0.109
H 7.9654 -2.8954 6.6191 0.101
H 6.8949 -0.6672 6.0453 0.101
H 5.4575 -0.5140 4.1830 0.104
C 1.9226 -2.2160 8.1297 -0.090
C 1.6674 -2.3482 9.4898 -0.115
C 0.5332 -3.0416 9.8772 -0.072
C -0.3470 -3.5998 8.8573 -0.078
C -0.0456 -3.4694 7.5164 -0.125
C 1.0466 -2.7265 7.1277 -0.084
H 2.8518 -1.7462 7.8427 0.092
H 2.4271 -1.9121 10.1217 0.098
H 0.3872 -3.2049 10.9347 0.090
H -1.2928 -4.0250 9.1590 0.091
H -0.6948 -3.9714 6.8143 0.099
H 1.3374 -2.6712 6.0891 0.095
C 5.9685 -2.7376 -1.6899 -0.102
C 5.7819 -4.0856 -1.9487 -0.104
C 4.9084 -4.5330 -2.8885 -0.112
C 4.2238 -3.6153 -3.6125 -0.110
C 4.3989 -2.2516 -3.4208 -0.080
C 5.2074 -1.8278 -2.3785 -0.101
H 6.5030 -2.4454 -0.7981 0.102
H 6.5131 -4.6240 -1.3641 0.101
H 4.6905 -5.5593 -3.1446 0.107
H 3.5783 -3.9957 -4.3903 0.102
H 3.8166 -1.4702 -3.8864 0.100
H 5.2550 -0.7984 -2.0553 0.101
C -2.2710 -1.0169 -8.9598 -0.109
C -2.8233 0.2642 -9.0503 -0.081
C -3.7628 0.5148 -10.0560 -0.092
C -3.9822 -0.4477 -11.0198 -0.103
C -3.3779 -1.6834 -10.9087 -0.108
C -2.4580 -1.9717 -9.9228 -0.100
H -1.5273 -1.1145 -8.1827 0.097
H -2.5824 1.0049 -8.3021 0.097
H -4.2364 1.4835 -10.1174 0.098
H -4.7679 -0.3610 -11.7557 0.101
H -3.5780 -2.4507 -11.6420 0.099
H -1.9052 -2.8979 -9.8689 0.103
C -6.1434 -0.9475 3.7772 -0.093
C -6.0279 -1.8916 2.5207 -0.241
O -7.4365 -2.3400 2.3528 -0.120
H -6.9731 -0.2443 3.7056 0.066
H -5.3433 -0.2094 3.7210 0.057
H -6.1444 -1.5113 4.7100 0.069
H -5.3126 -2.6833 2.7433 0.102
H -5.8005 -1.2763 1.6501 0.097
H -7.4766 -3.1397 1.8233 0.063
```

The calculation puts the strongest force on any atom at 3.77 eV Å⁻¹. Its HOMO energy is -9.03 eV. The value obtained for the energy above the lowest of the compared OMol25 structures with the same formula, charge and spin is 0.00 kcal/mol. The gap between HOMO and LUMO comes out at 9.12 eV. The calculation puts the total energy at -462483.659 eV.

Among the records above, which one has the highest strongest force on any atom?
C38H48Br6O

What is the strongest force on any atom in the fourth record?
3.77 eV Å⁻¹

strongest force on any atom of number 1 (C38H47F8I3N4O6)?
1.99 eV Å⁻¹

Look up the strongest force on any atom of the first one.
1.99 eV Å⁻¹